59
Properties=species:S:1:pos:R:3:forces:R:3:nbo_charge:R:1 method="wB97M-V/def2-TZVPD" orbital_gap_ev=6.7 mol_weight_g_mol=560.1 e_lumo_ev=0.34 homo_ev=-6.392 multiplicity=1
H 4.601 -2.180 -2.278 0.0 0.0 0.0 0.225
H -5.820 1.895 -2.704 0.0 0.0 0.0 0.215
N 1.094 -1.932 1.210 -0.1 -0.1 0.3 -0.456
C 4.344 2.115 1.915 0.1 0.1 0.1 0.277
N 4.461 -3.332 0.741 0.1 -0.1 0.1 -0.502
C -0.939 -2.899 -1.744 0.0 -0.1 0.0 0.780
H 6.688 3.835 1.603 0.0 0.0 -0.1 0.189
C -5.565 1.801 -1.644 0.1 0.0 0.0 -0.420
C 4.399 -2.486 -1.266 -0.1 0.1 0.0 -0.063
S 3.579 0.685 1.573 0.1 0.1 0.1 -0.259
H 3.075 -3.032 3.420 0.0 0.0 0.0 0.413
H -5.813 0.337 -0.080 0.0 0.0 0.0 0.209
C -2.952 -1.520 -1.747 0.0 0.0 0.0 0.122
O -1.734 -3.846 -1.718 0.1 0.1 0.0 -0.722
N 2.278 -2.736 2.886 0.1 -0.1 0.1 -0.509
O 0.316 -2.965 -1.855 -0.3 0.0 -0.1 -0.820
C -0.957 -0.219 -1.480 -0.1 0.0 -0.1 0.496
C 3.323 -2.617 0.593 -0.1 0.1 0.1 0.323
C -5.703 -2.039 -1.423 0.0 0.0 0.0 -0.620
C 0.339 -1.899 2.356 0.0 0.1 -0.1 -0.073
N -3.788 -0.464 -1.699 -0.1 0.1 0.1 -0.358
C 4.686 4.402 2.265 0.0 -0.1 -0.1 -0.221
H -0.671 -1.522 2.353 0.0 0.0 0.0 0.218
C -5.250 -0.663 -1.886 0.2 0.0 0.0 -0.022
H -3.391 -2.499 -1.870 0.0 0.0 0.0 0.258
H 4.779 5.266 1.614 0.0 0.0 0.0 0.209
H -6.088 2.602 -1.120 0.0 0.0 0.0 0.222
H 6.186 1.491 2.538 0.0 0.0 0.0 0.414
C -1.305 2.209 -1.173 0.1 -0.1 0.0 -0.251
F -1.607 4.519 -0.885 0.0 0.0 0.0 -0.330
C 2.249 -2.437 1.562 0.2 0.0 -0.2 0.291
H -7.071 0.284 -1.316 0.0 0.0 0.0 0.219
H -5.379 -2.841 -2.083 0.0 0.0 0.0 0.228
N 3.257 -2.086 -0.609 0.5 -0.3 0.1 -0.522
C -4.079 1.952 -1.470 -0.1 -0.1 0.0 -0.018
H 4.733 -3.867 1.546 0.0 0.0 0.0 0.416
N 3.869 3.358 1.661 -0.1 0.1 -0.1 -0.600
O 0.265 0.003 -1.401 -0.2 0.3 0.0 -0.704
C -3.250 0.811 -1.522 -0.2 -0.1 0.0 0.141
C -3.506 3.182 -1.251 0.0 0.1 0.0 -0.246
H -4.121 4.073 -1.193 0.0 0.0 0.0 0.225
C 1.055 -2.385 3.408 0.0 0.0 -0.1 -0.089
C 6.017 3.662 2.447 -0.1 -0.1 0.0 -0.222
C -1.592 -1.496 -1.648 -0.1 0.1 0.0 -0.321
H 4.279 4.725 3.226 0.0 0.0 0.1 0.189
C 5.154 -3.265 -0.447 0.0 0.1 0.0 -0.100
C -1.867 0.943 -1.389 0.1 -0.1 0.0 -0.062
H -0.231 2.289 -1.068 0.0 0.0 0.0 0.258
C -2.127 3.291 -1.104 0.0 0.1 0.0 0.374
Cu 1.477 -1.499 -1.089 0.2 0.0 -0.2 0.896
H 6.524 3.955 3.363 0.0 0.0 0.0 0.207
C -6.004 0.433 -1.154 0.0 0.0 0.1 -0.398
H -6.793 -2.051 -1.399 0.0 0.0 0.0 0.220
H -5.333 -2.252 -0.418 0.0 0.0 0.0 0.223
N 5.563 2.278 2.499 0.0 -0.1 0.1 -0.605
H 0.815 -2.520 4.448 0.0 0.0 0.0 0.219
H -5.458 -0.562 -2.955 0.0 0.0 -0.1 0.193
H 6.097 -3.761 -0.592 0.0 0.0 0.0 0.224
H 2.893 3.473 1.452 0.0 0.0 0.0 0.420